1.
A structure of composition C19H20IN4O4S2SiV, computed with wB97M-V/def2-TZVPD.

Last column: Löwdin spin population.
Atoms and positions in Å:
V  -1.891  -0.506  0.235  2.771
C  0.634  0.981  3.911  0.001
N  0.408  -0.425  3.651  0.005
C  1.353  -1.432  3.776  0.004
C  0.779  -2.574  3.356  0.001
N  -0.515  -2.260  3.004  0.012
C  -0.744  -0.936  3.165  0.009
S  -2.209  -0.147  2.847  0.019
H  1.579  1.282  3.462  0.000
H  0.644  1.176  4.984  0.000
H  -0.181  1.535  3.451  0.001
H  2.349  -1.233  4.128  0.000
H  1.178  -3.567  3.260  0.000
H  -1.166  -2.832  2.485  0.002
C  2.375  3.499  -1.034  -0.001
C  2.775  2.800  0.096  0.000
C  2.310  1.509  0.317  0.000
C  1.423  0.878  -0.559  0.005
C  1.043  1.605  -1.694  0.001
C  1.512  2.887  -1.936  0.000
Si  0.606  -0.814  -0.162  0.044
C  1.106  -1.910  -1.642  0.000
C  2.290  -2.654  -1.645  -0.001
C  2.666  -3.424  -2.737  0.000
C  1.861  -3.463  -3.867  -0.001
C  0.676  -2.741  -3.884  0.000
C  0.300  -1.983  -2.782  0.000
H  2.735  4.505  -1.213  0.000
H  3.461  3.258  0.801  0.000
H  2.653  0.968  1.195  0.000
H  0.346  1.160  -2.399  0.001
H  1.192  3.419  -2.825  0.000
H  1.599  -1.290  0.882  -0.001
H  2.933  -2.624  -0.772  0.000
H  3.590  -3.992  -2.708  0.000
H  2.150  -4.062  -4.723  0.000
H  0.028  -2.783  -4.752  0.000
H  -0.658  -1.474  -2.790  0.000
I  -2.309  5.862  0.000  0.001
C  -2.600  3.830  -0.011  0.004
C  -3.795  3.155  -0.151  0.010
N  -3.506  1.849  -0.102  0.011
N  -2.190  1.639  0.049  0.019
C  -1.621  2.830  0.110  0.017
H  -4.803  3.509  -0.285  0.001
H  -4.112  1.022  -0.220  0.001
H  -0.552  2.919  0.219  0.001
O  -2.637  -0.939  -1.685  0.025
S  -3.604  -1.853  -0.944  0.011
O  -4.296  -2.792  -1.776  0.002
O  -4.460  -0.887  -0.182  -0.002
O  -2.704  -2.481  0.099  0.027

## Properties
multiplicity	4
net charge	-1
gap between HOMO and LUMO (spin up / spin down)	6.4 / 6.5	eV
energy relative to the best compared isomer or geometry (same formula, charge and spin)	0.0	kJ/mol
expectation value of S²	3.764
highest occupied orbital energy (spin up / spin down)	-0.1619 / -0.1639	Eh

2.
An isolated molecule of C19H20N2O2, computed with wB97M-V/def2-TZVPD.

Last column: natural (NBO) charge in e.
Atoms and positions in Å:
C  3.290  -0.153  2.295  -0.652
C  1.961  0.489  2.000  0.008
C  1.333  1.234  3.138  -0.635
C  1.407  0.430  0.785  0.054
N  2.044  -0.170  -0.309  -0.612
C  1.345  -0.716  -1.346  0.653
O  0.138  -0.852  -1.309  -0.600
C  2.180  -1.173  -2.490  -0.076
C  3.366  -0.540  -2.852  -0.208
C  4.091  -0.998  -3.938  -0.216
C  3.644  -2.089  -4.665  -0.194
C  2.458  -2.714  -4.318  -0.209
C  1.725  -2.254  -3.240  -0.188
C  0.110  1.116  0.417  0.682
O  0.112  2.085  -0.309  -0.595
N  -0.972  0.572  1.031  -0.615
C  -2.319  0.925  0.906  0.248
C  -2.742  2.042  0.194  -0.274
C  -4.093  2.334  0.136  -0.180
C  -5.022  1.537  0.778  -0.246
C  -4.610  0.418  1.494  0.014
C  -5.619  -0.458  2.175  -0.628
C  -3.259  0.124  1.551  -0.280
H  4.110  0.487  1.966  0.219
H  3.399  -0.308  3.366  0.223
H  3.385  -1.116  1.796  0.220
H  0.466  1.803  2.818  0.229
H  2.060  1.921  3.568  0.217
H  1.031  0.541  3.924  0.215
H  3.053  -0.192  -0.320  0.406
H  3.708  0.333  -2.315  0.212
H  5.006  -0.499  -4.220  0.216
H  4.217  -2.445  -5.509  0.215
H  2.102  -3.557  -4.891  0.217
H  0.791  -2.718  -2.961  0.235
H  -0.809  -0.290  1.535  0.404
H  -2.021  2.660  -0.311  0.252
H  -4.422  3.200  -0.420  0.212
H  -6.074  1.777  0.724  0.207
H  -6.327  0.144  2.743  0.218
H  -6.184  -1.024  1.434  0.221
H  -5.137  -1.162  2.848  0.211
H  -2.923  -0.746  2.102  0.198

## Properties
multiplicity	1
net charge	0
gap between HOMO and LUMO	8.8	eV
energy relative to the best compared isomer or geometry (same formula, charge and spin)	63.0	kJ/mol
SMILES string	CC(C)=C(NC(=O)c1ccccc1)C(=O)Nc1cccc(C)c1
highest occupied orbital energy	-0.3003	Eh